The following is a quantum chemistry calculation of a cluster of 16 separate species, C20H71F3N11O17 in total in a non-equilibrium geometry, from the OMol25 dataset.

Calculated values
Total charge   -1
Kohn-Sham gap   7.947 eV

XYZ file:
```
122
Properties=species:S:1:pos:R:3:forces:R:3:mulliken_charge:R:1
C 10.202538 8.376186 -16.181720 1.218 -0.636 -0.500 -0.139
O 10.130801 8.661818 -14.800574 -0.943 0.157 1.640 0.952
O 11.104360 7.385431 -16.348075 -0.721 0.166 -0.842 -0.824
C 8.759681 8.087169 -16.752763 2.230 1.251 0.954 0.412
F 7.937728 9.109346 -16.374421 -0.278 -0.827 -0.221 -0.232
F 8.851084 8.127393 -18.095396 -0.419 -0.151 -0.235 -0.233
F 8.285633 6.913993 -16.391895 -0.848 -0.219 0.087 -0.082
C 10.615502 9.889307 -14.274997 -0.454 0.392 -0.380 -0.687
C 10.488659 9.946294 -12.767086 0.409 -0.791 -0.122 1.039
H 11.242542 9.260564 -12.375302 -0.140 0.064 0.258 -0.972
H 10.751542 10.945263 -12.422359 -0.153 0.010 0.060 -0.461
H 9.519174 9.614863 -12.393706 -0.138 0.283 -0.117 0.647
H 10.024816 10.706643 -14.697669 0.260 0.177 -0.254 0.482
H 11.684728 10.006148 -14.457284 -0.238 0.154 -0.659 0.001
H 10.461504 9.296037 -16.730708 0.136 0.335 0.086 -0.168
C 9.263315 2.967709 -16.425626 -0.453 -1.857 0.207 0.548
O 8.872350 1.892368 -16.904494 0.018 0.982 0.124 -0.741
N 9.837126 3.039435 -15.206576 0.374 0.748 0.675 -0.216
N 9.127818 4.164318 -17.032421 -0.329 0.975 -1.194 -0.238
H 9.937266 2.236742 -14.616487 0.047 -0.202 -0.364 0.171
H 10.192176 3.937553 -14.882458 0.154 -0.320 0.228 0.282
H 9.518329 5.036621 -16.717185 0.108 -0.204 0.411 0.085
H 8.391746 4.274469 -17.708458 0.148 -0.333 -0.106 0.167
C 5.442868 5.376710 -14.874755 0.215 -0.680 -0.769 0.576
O 4.569410 4.643600 -15.334880 0.126 0.398 0.447 -0.726
N 6.682534 4.950781 -14.508779 -0.477 -0.453 0.192 -0.188
N 5.334281 6.723805 -14.745994 -0.388 -0.023 0.049 -0.235
H 7.388015 5.646135 -14.346515 0.474 -0.291 0.200 0.066
H 6.859178 3.962220 -14.540572 0.284 0.163 -0.121 0.198
H 6.094789 7.189958 -14.282046 -0.301 0.580 -0.074 0.155
H 4.500517 7.146186 -15.110026 0.205 0.289 0.186 0.129
C 14.016734 10.967061 -11.870821 0.546 -0.798 -1.235 0.328
O 14.559143 11.998517 -11.475391 -0.357 -0.308 -0.160 -0.718
N 13.777728 9.904771 -11.084552 0.078 -0.710 2.228 -0.189
N 13.669823 10.713591 -13.167080 0.153 2.071 -0.268 -0.043
H 13.219514 9.098729 -11.301582 0.114 0.019 -0.582 0.258
H 14.210430 9.908545 -10.175094 -0.133 0.157 -0.072 0.228
H 13.878750 11.524133 -13.732197 -0.128 -0.312 -0.347 0.159
H 13.458158 9.836745 -13.640791 0.325 -0.239 0.366 0.196
C 9.003021 7.634203 -10.044947 0.622 -0.160 0.038 0.721
O 9.924462 7.177752 -10.733667 -0.349 0.361 0.064 -0.786
N 8.721206 8.946604 -9.848638 0.226 -0.430 -0.006 -0.184
N 8.150505 6.825358 -9.355602 0.313 0.090 -0.275 -0.453
H 8.081606 9.115240 -9.101742 -0.181 0.776 -0.078 0.208
H 9.167859 9.705547 -10.332670 -0.005 -0.101 -0.032 0.044
H 8.369218 5.848765 -9.270861 -0.122 0.082 0.064 0.260
H 7.496317 7.290889 -8.762512 -0.390 -0.549 0.277 0.129
C 10.753738 13.869696 -13.148731 -0.954 0.875 -0.507 -1.066
C 11.208887 14.577770 -11.873161 0.573 -1.171 -0.792 0.281
C 11.785780 13.529073 -10.920230 0.400 -0.427 -1.022 -0.713
O 10.764781 12.602003 -10.567172 -0.098 0.609 0.427 0.017
C 11.024227 11.918792 -9.357848 0.163 0.649 -0.004 -0.789
N 12.239117 15.544561 -12.263230 0.003 -0.166 0.708 -0.636
H 9.735126 13.522796 -12.962112 0.207 -0.819 -0.385 0.162
H 11.467724 13.169440 -13.583814 -0.110 -0.578 0.747 0.055
H 10.656341 14.539392 -14.009300 -0.168 0.560 0.386 0.493
H 10.350660 14.973628 -11.320301 -0.057 0.452 -0.263 0.260
H 12.253154 14.070214 -10.090111 -0.250 -0.375 0.487 0.654
H 12.536322 12.900809 -11.409553 0.394 0.747 -0.002 0.124
H 11.388573 12.646018 -8.625036 -0.275 -0.040 0.270 0.411
H 11.826717 11.178800 -9.434869 -0.224 -0.268 -0.306 0.216
H 10.064775 11.506689 -9.050104 0.196 -0.223 0.192 0.142
H 12.972005 15.550389 -11.562457 0.062 0.330 -0.070 0.252
H 11.840453 16.470112 -12.339995 0.136 0.067 0.022 0.247
C 1.448107 11.581269 -15.584774 -1.354 0.468 -0.745 -1.497
C 2.605906 12.458463 -15.130357 0.646 -1.152 -0.266 0.711
C 3.868676 11.813583 -15.713570 0.866 0.001 0.556 -0.752
O 5.054080 12.491974 -15.308555 -0.409 0.944 0.082 -0.358
C 6.220222 11.979425 -15.881494 0.712 -1.583 -0.133 -0.850
N 2.516275 13.829583 -15.573823 -0.059 0.729 -0.125 -0.791
H 0.500966 12.022181 -15.258482 0.015 -0.202 0.457 0.340
H 1.472683 10.525741 -15.316182 0.300 0.169 0.593 0.374
H 1.271715 11.543952 -16.664729 0.672 0.340 -0.171 0.386
H 2.632222 12.428638 -14.034838 0.276 -0.348 0.061 0.221
H 3.877945 11.796017 -16.806829 -0.485 0.014 -0.080 0.404
H 3.949703 10.786458 -15.341817 -0.228 -0.170 -0.105 0.260
H 6.117015 11.586994 -16.899855 -0.412 0.534 -0.246 0.358
H 6.554019 11.072275 -15.360709 -0.038 0.068 0.368 0.312
H 7.071028 12.658287 -15.867640 -0.388 0.456 0.156 0.357
H 3.368499 14.294429 -15.273636 0.170 -0.079 -0.283 0.271
H 1.796361 14.331957 -15.064379 -0.251 -0.207 -0.107 0.255
C 6.598381 8.789139 -22.863731 0.742 0.158 0.708 -1.567
C 6.930268 8.426348 -21.372271 -0.672 -0.310 -1.996 0.629
C 8.001978 7.377394 -21.322909 1.009 -1.346 0.609 -0.237
O 7.564479 6.110962 -21.852074 0.299 0.740 -0.278 -0.403
C 8.636186 5.191684 -21.884070 -0.625 -1.351 0.547 -0.722
N 7.274923 9.650587 -20.693163 0.419 1.091 0.397 -0.574
H 5.828934 9.560113 -22.918938 -0.231 -0.194 0.098 0.389
H 6.353186 7.941325 -23.499577 -0.138 -0.084 0.210 0.323
H 7.505953 9.258027 -23.255916 0.053 -0.096 -0.203 0.427
H 6.029467 7.959575 -20.964275 -0.004 0.164 0.340 0.210
H 8.319246 7.156078 -20.297423 -0.307 0.342 0.304 0.003
H 8.954885 7.658904 -21.788334 -0.216 0.406 -0.552 0.288
H 9.218143 5.158983 -22.807180 0.213 0.730 0.038 0.275
H 8.229689 4.178015 -21.812225 -0.426 0.105 -0.156 0.280
H 9.241102 5.222639 -20.973944 0.381 0.540 -0.188 0.283
H 7.341118 10.426695 -21.341292 -0.413 -0.096 -0.176 0.262
H 8.184572 9.707835 -20.248636 -0.094 -0.807 0.327 0.175
O 12.384957 7.432393 -19.105677 0.047 0.079 -0.026 -0.714
H 11.867555 7.331828 -18.290080 -0.325 -0.162 0.476 0.248
H 11.779818 7.839842 -19.730971 0.019 -0.016 -0.019 0.275
O 8.258290 7.227862 -13.159639 -0.289 0.236 0.001 -0.504
H 8.758839 6.922823 -12.396289 0.102 -0.145 0.092 0.141
H 8.736425 8.025785 -13.436545 0.068 -0.332 -0.445 0.020
O 12.279193 10.933642 -18.191407 -0.148 0.188 0.116 -0.663
H 12.857833 10.420601 -17.604035 0.130 -0.090 -0.146 0.400
H 11.696741 10.277591 -18.582802 0.064 -0.077 0.018 0.274
O 12.519110 7.192296 -12.050701 -0.194 0.105 0.909 -0.593
H 13.024907 6.595279 -11.489285 0.024 -0.112 -0.176 0.271
H 11.726815 7.416493 -11.532327 -0.300 -0.268 -0.081 0.258
O 14.106155 9.017216 -17.108893 0.163 0.002 -0.059 -0.713
H 14.625320 8.661048 -16.380287 -0.222 0.052 0.192 0.304
H 13.573919 8.271456 -17.416860 -0.013 0.024 -0.153 0.331
O 8.086019 12.066467 -11.198215 -0.161 -0.204 -0.050 -0.677
H 7.649786 12.894561 -11.416959 -0.041 -0.035 -0.008 0.305
H 8.987776 12.169545 -11.529845 0.095 0.104 0.226 0.262
O 13.327771 8.050428 -14.440145 -0.269 0.358 0.614 -0.803
H 12.988041 7.759020 -13.561310 0.349 -0.121 -0.939 0.309
H 12.570792 7.927474 -15.046191 -0.023 -0.271 -0.238 0.400
O 11.331884 5.378658 -14.429195 -0.308 -0.242 -0.041 -0.890
H 11.079397 5.908763 -13.667158 0.045 0.124 -0.037 0.345
H 11.101452 5.945620 -15.199949 0.326 0.524 0.015 0.335
```
Positions in Å, forces in eV/Å.